1.
This record from the Open Molecules 2025 dataset describes a single C24H32N4O2S molecule. The level of theory is ωB97M-V with the def2-TZVPD basis set.

Values from the calculation:
HOMO energy: -6.9 eV
HOMO-LUMO gap: 6.81 eV
LUMO energy: -0.1 eV
SMILES string: CCN(CC)CCN(Cc1cc2cc(C)cc(C)c2[nH]c1=O)C(=S)NCc1ccco1
energy relative to the best compared isomer or geometry (same formula, charge and spin): 644.3 kcal/mol

ORCA input file:
```
! wB97M-V def2-TZVPD RIJCOSX def2/J DEFGRID3
* xyz 0 1
C 3.314 4.608 0.126
C 4.395 3.820 -1.042
N 3.939 3.011 -1.837
C 3.107 3.667 -2.909
C 3.264 2.447 -4.133
C 3.518 1.652 -1.128
C 1.888 1.621 -0.936
N 1.729 0.407 -0.164
C 1.406 -0.824 -1.080
C 0.034 -1.310 -0.729
C -1.012 -0.664 -0.727
C -2.317 -1.223 -0.694
C -3.622 -0.112 -0.711
C -4.742 -0.783 -0.515
C -5.984 -0.053 -0.783
C -4.768 -1.972 0.124
C -3.945 -2.773 0.286
C -4.059 -4.220 0.802
C -2.466 -2.116 0.090
N -1.327 -2.989 0.141
C -0.129 -2.566 -0.149
O 1.003 -3.359 0.303
C 1.822 0.100 1.283
S 1.915 1.600 2.183
N 1.830 -0.888 1.872
C 1.509 -1.218 3.097
C 0.048 -1.341 3.369
C -1.078 -0.811 2.900
C -2.240 -1.473 3.201
C -1.559 -2.961 3.729
O -0.454 -2.730 3.834
H 3.738 5.294 0.649
H 2.511 4.850 -0.424
H 2.932 3.830 0.767
H 5.095 3.448 -0.141
H 4.948 4.589 -1.419
H 2.294 3.618 -2.574
H 3.570 4.359 -3.350
H 2.837 2.997 -4.975
H 2.573 1.605 -3.939
H 4.341 2.257 -4.167
H 4.153 1.375 -0.407
H 3.715 1.014 -1.931
H 1.137 1.741 -1.553
H 1.698 2.291 -0.254
H 2.196 -1.585 -0.779
H 1.528 -0.588 -1.907
H -0.944 0.351 -1.460
H -3.481 0.783 -1.093
H -6.616 -0.028 0.181
H -5.898 1.036 -1.238
H -6.849 -0.479 -1.447
H -5.838 -2.520 0.257
H -5.162 -4.470 0.944
H -3.342 -4.407 1.842
H -3.399 -4.900 0.241
H -1.602 -4.069 0.611
H 1.826 -1.882 1.116
H 1.938 -1.958 3.595
H 1.723 -0.329 3.769
H -1.117 0.271 2.297
H -3.202 -1.497 3.003
H -2.316 -3.549 3.981
*
```



2.
This record from the Open Molecules 2025 dataset describes a single C24H32N4O4 molecule. The level of theory is ωB97M-V with the def2-TZVPD basis set.

Values from the calculation:
HOMO energy: -8.9 eV
HOMO-LUMO gap: 9.55 eV
LUMO energy: 0.6 eV
SMILES string: CC1CCN(C(=O)c2[nH]cnc2C(=O)N[C@@H](Cc2ccccc2)C(=O)OC(C)(C)C)CC1
energy relative to the best compared isomer or geometry (same formula, charge and spin): 19.9 kcal/mol

ORCA input file:
```
! wB97M-V def2-TZVPD RIJCOSX def2/J DEFGRID3
* xyz 0 1
C -2.935 -3.995 0.909
C -3.743 -2.825 0.357
C -2.891 -1.977 -0.588
C -3.681 -0.772 -1.099
N -4.198 0.007 0.000
C -4.007 1.319 0.214
O -4.605 1.956 1.069
C -3.058 2.044 -0.675
N -3.462 3.177 -1.321
C -2.381 3.693 -1.951
N -1.316 2.977 -1.744
C -1.704 1.945 -0.934
C -0.728 0.973 -0.416
O -0.975 0.163 0.460
N 0.471 1.064 -1.031
C 1.591 0.243 -0.646
C 1.964 -0.784 -1.731
C 2.556 -2.018 -1.111
C 3.929 -2.209 -1.066
C 4.460 -3.339 -0.468
C 3.623 -4.288 0.093
C 2.251 -4.101 0.059
C 1.721 -2.971 -0.538
C 2.782 1.139 -0.285
O 3.874 1.041 -0.782
O 2.401 2.023 0.619
C 3.303 3.041 1.128
C 4.481 2.382 1.844
C 3.780 3.935 -0.015
C 2.444 3.834 2.111
C -5.034 -0.748 0.910
C -4.249 -1.923 1.484
H -3.540 -4.593 1.586
H -2.588 -4.635 0.101
H -2.068 -3.627 1.454
H -4.606 -3.220 -0.194
H -2.556 -2.571 -1.439
H -2.019 -1.611 -0.046
H -3.051 -0.146 -1.731
H -4.536 -1.122 -1.696
H -4.394 3.559 -1.273
H -2.415 4.581 -2.551
H 0.590 1.806 -1.705
H 1.269 -0.281 0.265
H 1.054 -1.045 -2.275
H 2.675 -0.330 -2.422
H 4.581 -1.462 -1.493
H 5.531 -3.480 -0.440
H 4.038 -5.171 0.557
H 1.593 -4.837 0.498
H 0.651 -2.825 -0.561
H 5.081 1.810 1.141
H 4.117 1.712 2.620
H 5.104 3.145 2.300
H 4.373 4.752 0.385
H 2.925 4.348 -0.547
H 4.390 3.368 -0.713
H 3.028 4.632 2.559
H 1.589 4.263 1.595
H 2.075 3.178 2.895
H -5.362 -0.068 1.699
H -5.914 -1.113 0.365
H -4.887 -2.485 2.167
H -3.394 -1.538 2.043
*
```



3.
This record from the Open Molecules 2025 dataset describes a 2-piece molecular cluster, C24H32N6O2 overall. The level of theory is ωB97M-V with the def2-TZVPD basis set.

Values from the calculation:
HOMO energy: -7.8 eV
HOMO-LUMO gap: 8.16 eV
LUMO energy: 0.4 eV
SMILES string: Cc1c(-c2ccccc2)ccc2nc(N)nc(N)c12.CC[C@H](C)[C@H](NC(C)=O)C(=O)NC
energy relative to the best compared isomer or geometry (same formula, charge and spin): 6.9 kcal/mol

ORCA input file:
```
! wB97M-V def2-TZVPD RIJCOSX def2/J DEFGRID3
* xyz 0 1
C -3.561 4.079 0.994
C -2.881 3.091 0.062
C -1.635 3.425 -0.539
C -0.961 4.727 -0.371
C 0.342 4.775 0.151
C 1.009 5.996 0.299
C 0.380 7.185 -0.080
C -0.914 7.151 -0.607
C -1.580 5.928 -0.754
C -0.973 2.477 -1.329
C -1.522 1.216 -1.534
C -2.738 0.876 -0.966
N -3.189 -0.352 -1.201
C -4.328 -0.664 -0.645
N -4.799 -1.871 -0.930
N -5.127 0.104 0.041
C -4.653 1.299 0.274
N -5.602 1.966 0.960
C -3.439 1.799 -0.185
H -3.909 3.576 1.900
H -2.881 4.864 1.332
H -4.410 4.550 0.491
H 0.835 3.856 0.453
H 2.015 6.019 0.708
H 0.896 8.135 0.032
H -1.400 8.075 -0.908
H -2.580 5.908 -1.174
H -0.023 2.724 -1.794
H -1.011 0.478 -2.143
H -5.805 -1.897 -0.851
H -4.365 -2.240 -1.764
H -6.442 1.400 1.007
H -5.702 2.937 0.697
C 1.652 0.071 -0.053
C 2.261 -1.320 0.165
C 1.361 -2.488 -0.309
C 0.021 -2.531 0.449
C 2.081 -3.858 -0.195
N 2.473 -4.102 1.212
C 2.887 -5.263 1.718
C 3.138 -5.296 3.207
O 3.096 -6.255 1.039
C 3.212 -3.993 -1.242
O 2.977 -3.758 -2.424
N 4.432 -4.369 -0.837
C 5.576 -4.553 -1.726
H 0.766 0.200 0.567
H 2.383 0.832 0.222
H 1.388 0.199 -1.103
H 3.203 -1.357 -0.385
H 2.485 -1.430 1.226
H 1.120 -2.321 -1.360
H -0.577 -1.651 0.208
H 0.183 -2.567 1.525
H -0.549 -3.409 0.143
H 1.358 -4.629 -0.466
H 2.333 -3.344 1.859
H 2.226 -5.027 3.735
H 3.933 -4.596 3.456
H 3.437 -6.305 3.491
H 4.519 -4.668 0.122
H 5.721 -3.656 -2.331
H 6.477 -4.752 -1.145
H 5.384 -5.397 -2.393
*
```



4.
This record from the Open Molecules 2025 dataset describes a single C24H32N6O2 molecule. The level of theory is ωB97M-V with the def2-TZVPD basis set.

Values from the calculation:
HOMO energy: -8.2 eV
HOMO-LUMO gap: 8.53 eV
LUMO energy: 0.3 eV
SMILES string: CCc1ccc(-c2cc3c(=O)n(CC(=O)NCCN4CCCC[C@@H]4C)nc(C)n3n2)cc1
energy relative to the best compared isomer or geometry (same formula, charge and spin): 40.0 kcal/mol

ORCA input file:
```
! wB97M-V def2-TZVPD RIJCOSX def2/J DEFGRID3
* xyz 0 1
C 9.374 -1.797 -1.362
C 9.014 -1.430 0.080
C 7.575 -1.013 0.169
C 6.579 -1.947 0.427
C 5.249 -1.577 0.467
C 4.881 -0.251 0.246
C 3.490 0.167 0.285
C 2.344 -0.618 0.540
C 1.284 0.260 0.461
C -0.150 0.137 0.603
O -0.749 -0.905 0.832
N -0.815 1.333 0.454
C -2.254 1.394 0.608
C -3.023 0.973 -0.660
O -3.745 1.745 -1.254
N -2.785 -0.296 -1.025
C -3.578 -0.965 -2.025
C -4.555 -1.947 -1.355
N -5.264 -1.301 -0.274
C -5.626 -2.169 0.828
C -5.948 -1.326 2.059
C -7.075 -0.350 1.747
C -6.690 0.487 0.532
C -6.324 -0.387 -0.674
C -7.565 -1.055 -1.287
N -0.230 2.511 0.178
C 1.037 2.604 0.032
C 1.691 3.900 -0.278
N 1.830 1.490 0.169
N 3.146 1.437 0.064
C 5.879 0.689 -0.014
C 7.204 0.309 -0.052
H 9.215 -0.945 -2.019
H 8.750 -2.617 -1.710
H 10.416 -2.099 -1.429
H 9.192 -2.293 0.725
H 9.658 -0.614 0.414
H 6.851 -2.978 0.601
H 4.496 -2.322 0.672
H 2.284 -1.664 0.752
H -2.514 2.427 0.840
H -2.541 0.726 1.425
H -2.255 -0.884 -0.388
H -4.113 -0.193 -2.581
H -2.925 -1.511 -2.712
H -5.213 -2.375 -2.128
H -3.970 -2.766 -0.928
H -4.770 -2.813 1.050
H -6.482 -2.825 0.593
H -6.221 -1.980 2.890
H -5.055 -0.765 2.341
H -7.996 -0.901 1.549
H -7.258 0.302 2.604
H -7.506 1.156 0.256
H -5.821 1.098 0.779
H -5.896 0.278 -1.432
H -8.063 -1.708 -0.575
H -8.268 -0.289 -1.600
H -7.294 -1.643 -2.161
H 2.233 3.820 -1.219
H 0.938 4.678 -0.347
H 2.413 4.141 0.499
H 5.591 1.714 -0.184
H 7.968 1.048 -0.253
*
```



5.
This record from the Open Molecules 2025 dataset describes C24H33AlAsN4S4 as an isolated structure. The level of theory is ωB97M-V with the def2-TZVPD basis set.

Values from the calculation:
HOMO energy (alpha / beta): -3.9 / -3.9 eV
HOMO-LUMO gap (alpha / beta): 4.95 / 5.74 eV
LUMO energy (alpha / beta): 1.0 / 1.8 eV
energy relative to the best compared isomer or geometry (same formula, charge and spin): 27.9 kcal/mol

ORCA input file:
```
! wB97M-V def2-TZVPD RIJCOSX def2/J DEFGRID3
* xyz -1 1
Al 1.126 -0.074 0.458
S 1.893 -0.374 2.556
As 3.372 -1.733 1.476
S 2.850 -3.769 1.743
S 2.866 -1.025 -0.614
S 5.363 -1.315 1.991
C -4.335 2.074 0.302
C -3.433 0.951 0.827
C -4.048 0.293 2.069
C -3.124 -0.086 -0.230
C -4.102 -0.798 -0.863
C -3.918 -1.882 -1.773
C -2.779 -2.687 -2.059
C -1.563 -2.790 -1.418
C -0.495 -3.683 -1.985
C 0.213 -4.581 -0.964
C 0.519 -2.818 -2.754
C -1.721 -0.450 -0.606
N -0.648 0.449 -0.215
C -0.700 1.678 -0.701
C 0.382 2.515 -0.550
C 0.556 3.842 -0.982
C 1.836 4.164 -0.611
C 2.402 3.017 0.029
N 1.521 2.011 0.073
C 3.814 3.057 0.579
C 4.767 3.455 -0.563
C 4.283 1.731 1.159
C 3.858 4.134 1.678
H -4.495 2.829 1.076
H -5.313 1.684 0.004
H -3.893 2.566 -0.569
H -2.490 1.397 1.138
H -5.011 -0.166 1.824
H -4.214 1.037 2.854
H -3.390 -0.482 2.470
H -5.135 -0.509 -0.678
H -4.808 -2.162 -2.325
H -2.919 -3.376 -2.888
H -1.006 -4.322 -2.711
H 0.895 -4.028 -0.315
H 0.810 -5.325 -1.500
H -0.505 -5.116 -0.332
H 0.974 -2.076 -2.095
H 0.041 -2.308 -3.597
H 1.335 -3.440 -3.132
H -1.582 2.032 -1.238
H -0.181 4.449 -1.494
H 2.342 5.106 -0.772
H 4.674 2.757 -1.399
H 5.799 3.413 -0.201
H 4.576 4.467 -0.933
H 4.379 0.966 0.391
H 3.600 1.355 1.919
H 5.265 1.852 1.625
H 3.598 5.124 1.293
H 4.868 4.180 2.099
H 3.164 3.885 2.486
N -2.295 -2.559 0.822
C -1.591 -2.942 1.901
C -0.269 -2.529 1.707
N -0.116 -1.892 0.562
C -1.381 -1.926 -0.157
H -3.293 -2.584 0.707
H -2.027 -3.501 2.715
H 0.554 -2.655 2.390
H -1.712 -0.509 -1.697
*
```



6.
This record from the Open Molecules 2025 dataset describes C24H33AlN2O5P2S as an isolated structure. The level of theory is ωB97M-V with the def2-TZVPD basis set.

Values from the calculation:
HOMO energy: -7.3 eV
HOMO-LUMO gap: 7.29 eV
LUMO energy: 0.0 eV

ORCA input file:
```
! wB97M-V def2-TZVPD RIJCOSX def2/J DEFGRID3
* xyz 0 1
C 2.200 3.090 -2.427
C 1.831 2.262 -1.347
N 0.599 1.650 -1.380
C -0.340 2.006 -2.292
C -0.027 2.892 -3.309
C 1.260 3.411 -3.401
C 2.679 2.082 -0.195
P 2.266 0.766 0.927
Al 0.130 0.332 0.040
P -2.119 0.887 -0.496
C -1.699 1.353 -2.215
C -0.483 -0.335 1.872
C -0.263 -1.688 2.146
C -0.804 -2.297 3.289
C -1.563 -1.530 4.187
C -1.743 -0.160 3.951
C -1.181 0.427 2.809
O 2.058 4.487 1.059
O -0.471 4.369 0.680
H 3.212 3.488 -2.442
H -0.809 3.138 -4.029
H 1.528 4.084 -4.216
C 3.316 -0.715 0.726
C 2.574 1.399 2.595
H -2.477 2.021 -2.606
H -1.702 0.403 -2.773
H 2.503 3.778 0.500
H 3.726 2.394 -0.307
C -3.455 -0.307 -0.626
C -2.821 2.415 0.170
H 0.329 -2.300 1.465
H -0.638 -3.367 3.466
H -2.004 -2.003 5.067
H -2.324 0.449 4.652
H -1.313 1.497 2.655
H 0.065 2.678 1.254
H -0.882 4.844 1.418
H 0.554 4.486 0.819
H 2.540 5.318 0.926
H -0.142 1.959 0.829
H 4.381 -0.474 0.869
H 3.014 -1.468 1.469
H 3.168 -1.157 -0.267
H 3.640 1.297 2.843
H 2.275 2.451 2.648
H 1.981 0.816 3.309
H -3.614 2.762 -0.500
H -3.256 2.212 1.152
H -2.048 3.189 0.280
H -4.393 0.183 -0.918
H -3.182 -1.082 -1.350
H -3.579 -0.783 0.353
O -1.662 -3.492 -4.264
S -1.844 -3.377 -2.840
O -3.153 -3.569 -2.267
N -1.189 -1.915 -2.258
C -0.124 -2.124 -1.526
O 0.473 -1.205 -0.818
C 0.307 -3.511 -1.409
C 1.278 -4.006 -0.534
C 1.294 -5.370 -0.261
C 0.354 -6.221 -0.873
C -0.627 -5.728 -1.760
C -0.637 -4.348 -1.983
H 1.987 -3.310 -0.077
H 2.032 -5.778 0.438
H 0.378 -7.291 -0.656
H -1.365 -6.365 -2.242
*
```



7.
This record from the Open Molecules 2025 dataset describes C24H33AuBF4O9PS as an isolated structure. The level of theory is ωB97M-V with the def2-TZVPD basis set.

Values from the calculation:
HOMO energy (alpha / beta): -8.6 / -9.5 eV
HOMO-LUMO gap (alpha / beta): 8.39 / 5.84 eV
LUMO energy (alpha / beta): -0.3 / -3.7 eV
energy relative to the best compared isomer or geometry (same formula, charge and spin): 20.8 kcal/mol

ORCA input file:
```
! wB97M-V def2-TZVPD RIJCOSX def2/J DEFGRID3
* xyz 0 3
Au -0.835 -0.324 -0.449
C 2.188 -3.734 4.701
C 2.061 -3.084 3.351
C 2.078 -3.840 2.186
C 1.954 -3.243 0.938
C 1.814 -1.870 0.872
C 1.779 -1.086 2.019
C 1.913 -1.699 3.252
S 1.547 -1.130 -0.721
C 2.907 0.018 -0.798
O 1.727 -2.127 -1.775
H 2.315 -4.811 4.610
H 1.299 -3.549 5.307
H 3.044 -3.335 5.247
H 2.176 -4.917 2.249
H 1.929 -3.826 0.027
H 1.638 -0.012 1.955
H 1.895 -1.097 4.153
H 3.809 -0.591 -0.834
H 2.888 0.662 0.077
H 2.772 0.615 -1.696
C 1.294 5.120 -1.536
C 1.937 3.867 -0.956
C 3.445 3.916 -1.155
C 1.587 3.720 0.521
O 1.528 2.666 -1.667
P 0.001 2.255 -1.989
O -0.764 3.335 -2.615
O -0.586 1.667 -0.682
O 0.261 0.940 -2.852
C 0.587 0.801 -4.272
C 0.409 2.097 -5.045
C 2.032 0.332 -4.331
C -0.362 -0.274 -4.776
H 1.755 5.993 -1.071
H 0.221 5.144 -1.358
H 1.452 5.167 -2.613
H 3.871 4.759 -0.610
H 3.682 4.029 -2.213
H 3.913 2.999 -0.790
H 1.842 4.638 1.053
H 2.147 2.901 0.976
H 0.522 3.528 0.647
H 1.064 2.880 -4.663
H -0.615 2.459 -4.990
H 0.670 1.906 -6.088
H 2.694 1.106 -3.936
H 2.318 0.136 -5.365
H 2.160 -0.587 -3.757
H -1.394 0.065 -4.688
H -0.240 -1.188 -4.192
H -0.154 -0.498 -5.823
O -1.510 -4.419 0.449
C -1.534 -3.209 0.553
O -0.967 -2.381 -0.251
C -2.316 -2.614 1.705
C -1.837 -1.450 2.388
C -2.585 -0.767 3.306
C -3.862 -1.274 3.500
O -4.843 -0.765 4.221
C -5.989 -1.599 4.035
O -5.568 -2.700 3.234
C -4.308 -2.480 2.882
C -3.523 -3.202 2.012
H -0.841 -1.100 2.148
H -2.257 0.146 3.778
H -6.752 -1.035 3.501
H -6.326 -1.963 5.003
H -3.860 -4.090 1.500
F -4.832 -0.783 0.945
B -4.286 0.428 0.446
F -3.170 0.082 -0.424
F -5.226 1.107 -0.281
F -3.781 1.170 1.516
*
```



no.,E (eV)
1,-46271.3316
2,-39560.4492
3,-38445.3204
4,-38443.8844
5,-142166.1326
6,-74652.3182
7,-79220.0505